# 1
# C2H7N3O

A single C2H7N3O molecule at a distorted geometry (ωB97M-V/def2-TZVPD, the Open Molecules 2025 dataset).

Structure (XYZ):
```
13
C2H7N3O ωB97M-V/def2-TZVPD
O 0.744 1.670 -0.265
N 0.714 0.266 -0.026
N 0.450 -2.264 0.807
N -0.630 -1.509 0.344
C -0.464 -0.280 -0.187
C -0.487 2.224 -0.623
H 0.858 -3.027 0.084
H -1.198 2.112 0.211
H -1.359 0.156 -0.717
H -0.857 1.821 -1.672
H -0.251 3.269 -0.671
H -1.448 -2.139 -0.054
H 0.260 -2.669 1.920
```

Summary:
* structure (SMILES): CO/N=C/NN
* energy above the lowest of the compared OMol25 structures with the same formula, charge and spin: 5.800 eV
* Kohn-Sham gap: 8.86 eV
* charge: 0



# 2
# C42H52ClF2N11O3S

11 unconnected molecules or ions with the total composition C42H52ClF2N11O3S (ωB97M-V/def2-TZVPD, the Open Molecules 2025 dataset).

Structure (XYZ):
```
112
C42H52ClF2N11O3S ωB97M-V/def2-TZVPD
Cl 0.781 0.404 1.721
S -0.356 -1.398 3.555
F 3.981 -1.073 2.179
F -1.048 -0.034 3.890
O -0.015 -1.979 4.800
O 3.556 -2.657 3.656
O -1.129 -2.058 2.583
N 0.331 -4.044 -1.244
N 0.971 0.172 7.172
N 3.059 7.229 -8.938
N -2.008 3.943 8.751
N -7.763 -0.975 -2.851
N 1.055 -0.874 2.845
N 1.803 4.444 -4.280
N -5.984 -1.817 0.787
N 3.829 1.826 -1.961
N 3.660 -1.518 -0.838
N 0.771 -10.127 -0.976
C 3.313 -1.587 3.250
C -0.778 4.988 10.264
C 4.161 3.094 -2.352
C -6.624 -2.548 1.751
C 4.089 3.910 -1.252
C -8.626 -0.857 -1.793
C 2.974 -1.389 -2.017
C -0.840 4.633 8.944
C -8.302 -1.811 -3.790
C 3.554 1.818 -0.625
C 4.104 8.265 -10.590
C 2.739 6.552 -10.082
C 2.232 -0.626 3.708
C 1.122 -8.874 -0.552
C 3.372 7.171 -11.128
C 3.889 -1.445 -3.039
C -0.083 -8.708 -2.441
C 1.396 5.385 -6.237
C 3.702 3.097 -0.152
C 1.956 -0.617 7.704
C -4.406 -2.601 2.124
C 0.037 -10.035 -2.127
C -2.690 3.852 9.934
C -9.520 -2.232 -3.330
C 5.174 -1.604 -2.448
C -5.671 -3.049 2.597
C -1.602 -5.022 -1.697
C 0.605 -7.969 -1.440
C 0.708 1.215 8.018
C 1.741 4.209 -5.624
C 3.889 8.273 -9.238
C -4.634 -1.847 1.005
C -9.727 -1.626 -2.061
C -0.344 -4.780 -2.179
C 1.243 6.367 -5.220
C -1.688 -4.415 -0.415
C 1.503 5.751 -4.023
C 2.328 -0.068 8.902
C 1.534 1.094 9.102
C 4.997 -1.646 -1.091
C -1.953 4.491 10.893
C -0.482 -3.819 -0.161
H 3.249 -1.515 0.080
H 2.046 3.764 -3.579
H 1.500 6.131 -3.016
H -8.391 -0.234 -0.946
H 1.947 3.233 -6.031
H 3.318 6.873 -12.162
H 0.702 -6.898 -1.386
H 3.661 -1.385 -4.090
H 0.974 7.402 -5.351
H 3.080 -0.461 9.567
H 6.116 -1.683 -2.963
H -10.585 -1.741 -1.420
H -2.321 3.566 7.877
H -0.042 1.952 7.786
H -0.611 -8.308 -3.291
H -6.444 -1.346 0.030
H 3.556 3.415 0.867
H 1.256 5.519 -7.298
H 2.734 6.992 -8.018
H 0.131 -5.073 -3.101
H -2.540 -4.414 0.245
H -2.224 4.593 11.931
H 1.702 -8.732 0.344
H -7.775 -2.036 -4.702
H 1.903 -1.268 -2.037
H -0.142 -3.254 0.689
H 0.020 5.542 10.729
H -5.857 -3.671 3.457
H -10.190 -2.899 -3.844
H 1.282 -3.736 -1.340
H -0.338 -10.915 -2.620
H -3.637 3.343 9.992
H 2.300 -1.504 7.196
H -0.156 4.811 8.132
H 1.561 1.763 9.946
H 5.706 -1.756 -0.289
H 2.012 -0.821 4.754
H 2.091 5.693 -10.058
H -2.371 -5.585 -2.199
H -7.695 -2.654 1.747
H -3.440 -2.821 2.544
H 4.255 8.930 -8.468
H -6.875 -0.517 -2.932
H 4.296 4.967 -1.238
H 3.796 1.012 -2.554
H 3.281 0.908 -0.123
H 0.513 0.006 6.295
H 2.554 0.407 3.586
H 4.716 8.964 -11.135
H -3.949 -1.341 0.345
H 4.424 3.308 -3.375
H 1.015 -10.983 -0.514
```

Summary:
* structure (SMILES): O=C(F)CN(Cl)S(=O)(=O)F.c1cc[nH]c1.c1cc[nH]c1.c1cc[nH]c1.c1cc[nH]c1.c1cc[nH]c1.c1cc[nH]c1.c1cc[nH]c1.c1cc[nH]c1.c1cc[nH]c1.c1cc[nH]c1
* Kohn-Sham gap: 7.25 eV
* charge: 0



# 3
# C4H8O2

A molecular structure, C4H8O2 (ωB97M-V/def2-TZVPD, the Open Molecules 2025 dataset).

Structure (XYZ):
```
14
C4H8O2 ωB97M-V/def2-TZVPD
O 0.356 1.119 0.105
O 1.611 -0.124 -2.111
C -0.599 -0.394 1.759
C 0.537 -0.113 0.825
C -0.730 -0.716 0.288
C -0.855 0.580 -0.507
H 1.574 -0.387 1.028
H -0.383 -1.285 2.351
H 1.596 0.614 -2.729
H -1.135 0.426 2.238
H -1.733 1.212 -0.322
H 1.492 0.317 -1.260
H -0.670 0.433 -1.576
H -1.061 -1.681 -0.089
```

Summary:
* energy above the lowest of the compared OMol25 structures with the same formula, charge and spin: 3.036 eV
* Kohn-Sham gap: 10.65 eV
* charge: 0



# 4
# C2H20F6N3O22S5

12 unconnected molecules or ions with the total composition C2H20F6N3O22S5 at a distorted geometry (ωB97M-V/def2-TZVPD, the Open Molecules 2025 dataset).

Structure (XYZ):
```
58
C2H20F6N3O22S5 ωB97M-V/def2-TZVPD
S -1.883 1.704 -1.925
S -0.822 1.165 4.383
S 2.254 2.902 1.216
S 2.516 -1.585 -4.882
S 0.643 -2.158 -3.285
F 4.529 0.133 -4.137
F 3.203 0.801 -5.721
F 0.962 -1.515 -0.654
F 0.843 -3.599 -0.955
F 4.633 -0.732 -6.229
F 2.748 -2.521 -1.339
O 0.484 0.422 4.487
O -2.001 0.809 -0.705
O -2.603 -1.869 2.768
O -2.860 1.343 -2.923
O 1.795 1.677 0.566
O -1.802 -3.075 -0.580
O 1.852 -1.746 -6.165
O -2.049 3.075 -1.512
O -3.537 2.148 0.867
O 3.267 -2.726 -4.287
O -1.631 0.393 3.477
O 1.194 3.367 2.102
O 2.158 1.038 -1.909
O -0.572 1.513 -2.510
O -1.482 1.171 5.679
O 0.649 -3.415 -4.019
O 3.428 2.696 2.025
O -0.452 -2.738 1.637
O 3.130 -0.275 1.788
O 2.522 3.870 0.170
O -0.714 -1.652 -3.077
O -0.661 2.499 3.894
N -3.848 1.737 3.440
N 1.644 -0.826 -3.888
N -0.370 0.217 1.269
C 3.823 -0.284 -5.268
C 1.412 -2.485 -1.454
H 3.963 -0.350 1.322
H 1.909 1.143 -0.991
H -4.616 1.108 3.624
H -0.196 -3.590 1.989
H 0.427 0.803 1.068
H -3.821 2.523 4.072
H 2.689 0.467 1.374
H -2.921 1.580 0.404
H -0.249 -0.785 1.219
H -3.415 -1.804 2.266
H -4.204 2.361 0.214
H -1.521 -3.903 -0.967
H 3.113 1.100 -1.908
H -1.228 -2.493 2.140
H -0.711 0.448 2.191
H -2.978 1.224 3.473
H -1.039 0.476 0.558
H -4.041 2.141 2.535
H -2.318 -0.962 2.881
H -1.245 -2.969 0.191
```

Summary:
* energy above the lowest of the compared OMol25 structures with the same formula, charge and spin: 0.000 eV
* Kohn-Sham gap: 2.70 eV
* charge: -5



# 5
# C45H105N15O15

15 unconnected molecules or ions with the total composition C45H105N15O15 at a distorted geometry (ωB97M-V/def2-TZVPD, the Open Molecules 2025 dataset).

Structure (XYZ):
```
180
C45H105N15O15 ωB97M-V/def2-TZVPD
O -0.238 4.106 -3.927
O 1.182 6.204 3.056
O -0.548 -0.529 5.693
O -1.586 -1.445 -5.128
O -0.505 -3.305 0.040
O 1.924 1.307 -7.326
O 4.240 2.226 4.469
O 1.913 -5.416 -5.055
O 0.856 1.082 1.072
O 4.771 -2.196 -1.781
O 3.969 -6.991 -1.151
O -3.137 1.573 1.189
O 2.793 1.547 -3.165
O -4.893 1.477 6.678
O -6.541 -1.071 2.610
N -3.711 1.707 -1.002
N -5.180 0.230 4.833
N 0.839 -1.001 0.191
N 2.787 3.945 4.321
N -0.820 5.152 3.195
N 1.023 3.570 -2.135
N 5.893 -1.904 0.149
N 4.280 2.621 -4.445
N 3.475 -4.756 -1.258
N 0.554 -3.693 -4.860
N 0.716 2.170 -5.664
N -5.933 -3.205 2.207
N -3.044 -1.625 -3.385
N -1.017 -4.704 1.741
N 0.190 0.896 7.271
C -0.170 0.056 8.416
C -0.040 0.550 6.007
C -7.898 -2.782 3.612
C 0.127 4.361 -2.761
C 3.464 2.886 3.809
C 2.914 4.365 5.711
C -7.074 0.519 6.321
C -3.991 1.622 0.303
C 0.035 6.154 3.530
C 0.223 0.917 -5.083
C 1.852 -0.821 -0.869
C -1.729 -5.239 -0.565
C 0.985 -4.777 -5.513
C -5.488 1.497 0.628
C 4.862 -2.029 1.192
C 0.178 1.625 4.954
C 3.681 1.497 -4.007
C -1.020 -4.347 0.439
C 0.370 -5.197 -6.795
C -5.006 -2.804 1.140
C 7.038 -2.010 -2.002
C 5.431 -5.643 -2.401
C -0.444 5.521 -2.012
C -2.073 -2.272 -2.481
C -5.626 0.811 5.945
C -3.750 -0.490 -5.390
C -6.706 -2.266 2.824
C 4.227 -5.872 -1.561
C -2.310 1.776 -1.481
C -0.188 -3.938 2.688
C 0.428 -0.074 1.058
C -2.662 -1.260 -4.626
C 1.165 -3.069 -3.697
C -0.558 4.223 2.134
C 3.452 2.619 2.332
C 1.563 2.271 -6.684
C -0.376 7.077 4.656
C 2.395 -4.791 -0.295
C 2.008 3.672 -7.055
C -0.706 -0.482 1.954
C 1.374 3.677 -0.749
C 4.038 0.236 -4.759
C 4.099 3.950 -3.895
C 5.813 -2.013 -1.171
C -3.748 0.136 4.495
H 1.360 4.019 -7.861
H -1.033 -0.576 8.215
H 3.845 0.389 -5.822
H 0.245 -1.825 0.162
H 0.330 3.634 2.364
H 0.584 1.181 4.044
H -2.167 2.689 -2.061
H -1.379 -4.897 -1.538
H -6.047 -4.172 2.468
H 4.397 -1.049 1.291
H -7.733 1.197 5.776
H -1.458 -6.287 -0.437
H -0.422 -5.939 -6.697
H 2.317 -3.859 0.266
H -3.359 0.469 -5.732
H 0.380 1.857 7.510
H 7.988 -2.067 -1.470
H 0.272 6.174 -1.512
H 3.561 3.954 -2.948
H 5.171 -5.751 -3.455
H 2.207 5.162 5.932
H 6.186 -6.410 -2.230
H -1.115 5.149 -1.236
H -2.814 -5.139 -0.605
H -0.140 -4.379 -7.307
H 3.514 -0.632 -4.364
H 7.079 -1.151 -2.673
H 2.235 3.061 -0.491
H -0.245 -3.140 -5.139
H 1.142 -1.981 -3.760
H 5.925 -4.696 -2.186
H 0.626 -3.296 -2.773
H 1.153 -5.483 -7.496
H 5.116 0.073 -4.720
H 4.935 2.619 -5.212
H 1.552 4.701 -0.418
H -1.706 5.136 3.676
H -8.055 -2.266 4.558
H 2.792 -0.509 -0.412
H -4.521 -0.142 -4.700
H -3.122 0.266 5.376
H 5.402 -2.318 2.092
H -3.922 -1.324 -2.992
H 2.610 3.104 1.838
H 1.504 2.790 -2.566
H -2.513 -2.393 -1.492
H -5.393 -1.950 0.584
H -8.756 -2.542 2.984
H -1.852 -3.244 -2.923
H 0.439 2.998 -5.152
H -1.482 -5.530 2.084
H -4.392 1.810 -1.738
H 0.903 2.406 5.180
H 4.184 -2.801 0.831
H 3.436 4.581 -4.489
H 0.921 0.490 -4.363
H -1.427 3.587 1.974
H 5.104 4.358 -3.803
H -3.584 -0.837 4.032
H -1.112 -1.794 -2.289
H -5.006 -3.535 0.331
H -3.376 0.835 3.745
H -1.282 0.426 2.135
H 0.390 -4.570 3.362
H -1.462 -1.137 1.517
H -0.772 2.041 4.618
H -2.191 0.971 -2.208
H -7.782 -3.852 3.786
H -0.367 0.657 9.303
H 2.497 -5.578 0.452
H 2.064 -1.782 -1.336
H -1.452 7.153 4.819
H 0.584 3.242 -0.135
H -7.507 -0.460 6.120
H 3.396 1.568 2.055
H 6.987 -2.822 -2.726
H -0.292 4.795 1.244
H 6.781 -1.668 0.565
H 2.641 3.497 6.316
H 0.602 -3.311 2.277
H 3.841 -3.856 -1.543
H 1.922 4.245 3.896
H 1.884 4.396 -6.249
H -0.010 8.092 4.510
H 3.032 3.764 -7.415
H -6.074 2.298 0.175
H -0.017 6.629 5.583
H -7.254 0.716 7.377
H -4.059 -2.464 1.559
H -0.834 -3.303 3.294
H -4.224 -1.101 -6.156
H -0.945 6.236 -2.664
H 4.398 3.027 1.976
H 2.148 -3.473 -3.458
H -5.810 -0.158 4.144
H 0.722 -0.517 8.673
H 1.641 -0.073 -1.633
H -0.805 1.056 -4.751
H 1.425 -4.856 -0.790
H 3.975 4.565 5.851
H -5.768 0.502 0.280
H -0.494 -0.894 2.940
H -5.696 1.580 1.694
H -1.602 1.729 -0.656
H 0.072 0.095 -5.783
```

Summary:
* energy above the lowest of the compared OMol25 structures with the same formula, charge and spin: 2.824 eV
* Kohn-Sham gap: 8.59 eV
* charge: 0



# 6
# C27H34BrN5O2PtS2Si

A molecular structure, C27H34BrN5O2PtS2Si (ωB97M-V/def2-TZVPD, the Open Molecules 2025 dataset).

Structure (XYZ):
```
73
C27H34BrN5O2PtS2Si ωB97M-V/def2-TZVPD
Pt 0.610 0.617 -0.038
Br 1.019 3.804 1.223
S 0.484 0.338 -2.255
S -0.692 -1.428 -2.480
Si -1.603 1.719 -5.007
O 1.872 -0.863 0.288
O 0.402 -3.268 0.834
N 1.746 -2.501 -1.965
N -0.890 1.846 -0.804
N 0.253 -3.755 -3.194
N 0.865 -0.643 2.355
N 0.676 0.710 2.041
C -0.748 3.365 5.054
C 0.437 1.561 2.965
C 2.113 -1.066 1.671
C 3.866 -4.166 2.949
C -2.499 3.346 6.709
C -2.720 0.271 -5.384
C 0.574 -2.660 -2.533
C -1.036 -4.019 -3.836
C -1.670 2.655 7.581
C 0.088 2.687 5.944
C -0.373 2.336 7.203
C -1.672 2.066 -3.106
C 1.559 -3.523 1.522
C 0.282 2.998 2.789
C -2.225 3.275 -5.820
C 3.020 -5.167 2.488
C 3.556 -2.845 2.678
C -2.037 3.714 5.456
C -0.880 1.531 -2.122
C 1.875 -4.851 1.776
C -2.598 3.007 -2.607
C 0.169 1.364 -5.478
C -2.662 3.326 -1.263
C -1.778 2.731 -0.371
C 2.760 -3.555 -1.981
C -0.276 3.783 3.725
C 2.412 -2.505 1.961
H 0.348 1.191 3.983
H -3.286 3.453 -5.639
H -1.666 4.161 -5.513
H -3.744 0.444 -5.047
H 0.285 1.829 7.895
H -3.503 3.611 7.011
H 0.287 -2.308 0.781
H -3.276 3.498 -3.293
H -2.104 3.175 -6.902
H 0.856 2.132 -5.117
H 4.219 -2.054 3.011
H -1.780 2.956 0.686
H -1.082 -5.079 -4.064
H -2.029 2.382 8.565
H -1.860 -3.789 -3.160
H -2.752 0.133 -6.468
H 0.885 -0.801 3.358
H 2.347 -4.490 -1.598
H 4.758 -4.413 3.507
H 0.237 1.358 -6.569
H 1.117 2.480 5.670
H 0.527 0.391 -5.137
H -1.138 -3.453 -4.761
H -2.367 -0.663 -4.943
H 2.956 -0.428 1.961
H 1.839 -1.833 -1.183
H 1.198 -5.623 1.433
H -3.385 4.040 -0.894
H -2.680 4.272 4.786
H -0.391 4.836 3.484
H 3.564 -3.248 -1.320
H 3.160 -3.688 -2.986
H 0.930 -4.504 -3.189
H 3.251 -6.205 2.689
```

Summary:
* energy above the lowest of the compared OMol25 structures with the same formula, charge and spin: 0.000 eV
* Kohn-Sham gap: 6.52 eV
* charge: +2



# 7
# C3H10NO2

2 unconnected molecules or ions with the total composition C3H10NO2 at a distorted geometry (ωB97M-V/def2-TZVPD, the Open Molecules 2025 dataset).

Structure (XYZ):
```
16
C3H10NO2 ωB97M-V/def2-TZVPD
O 1.744 0.283 -2.297
O -0.348 -1.849 0.226
N -0.659 -0.558 0.614
C 0.707 -0.960 0.419
C -0.928 -0.146 2.016
C -0.977 0.361 -0.480
H -1.980 0.002 2.015
H -0.644 -0.969 2.866
H 1.395 -1.292 1.105
H 1.776 -0.478 -2.911
H -0.810 1.265 -0.108
H 2.372 0.801 -2.661
H -2.014 0.201 -0.590
H 1.145 -0.689 -0.503
H -0.523 0.155 -1.388
H -0.398 0.658 2.275
```

Summary:
* energy above the lowest of the compared OMol25 structures with the same formula, charge and spin: 5.264 eV
* Kohn-Sham gap: 12.94 eV
* charge: +1



# 8
# C6H12OSSi2

2 unconnected molecules or ions with the total composition C6H12OSSi2 at a distorted geometry (ωB97M-V/def2-TZVPD, the Open Molecules 2025 dataset).

Structure (XYZ):
```
22
C6H12OSSi2 ωB97M-V/def2-TZVPD
S 1.643 -0.577 1.434
Si -0.583 -0.719 -1.883
Si -0.776 2.368 -1.231
O -0.486 0.815 -1.558
C 0.024 1.014 2.680
C -0.059 -1.053 1.480
C 1.123 -1.291 -2.267
C -0.731 0.001 2.075
C 1.391 0.854 2.405
C -0.489 -2.236 0.745
H 1.534 -0.593 -2.904
H 1.774 -1.383 -1.404
H 1.164 -2.263 -2.845
H -1.724 2.555 -0.194
H -1.768 -0.778 -2.760
H 0.184 -3.056 0.391
H 0.598 2.872 -0.825
H -0.423 1.744 3.340
H -1.302 2.770 -2.594
H -1.788 -0.057 2.312
H -1.571 -2.504 0.882
H 2.263 1.517 2.721
```

Summary:
* energy above the lowest of the compared OMol25 structures with the same formula, charge and spin: 2.301 eV
* Kohn-Sham gap (spin up / spin down): 6.78 / 6.25 eV
* charge: 0